[1]
2 unconnected molecules or ions with the total composition C25H42N3O7 at a distorted geometry. Source: the OMol25 dataset; level of theory: ωB97M-V with the def2-TZVPD basis set.

Values from the calculation:
HOMO energy: -4.92 eV
charge: -1
frontier orbital gap: 7.3969 eV

CARTESIAN COORDINATES (ANGSTROEM)
1 C -4.41 4.46 -0.10
2 C -2.88 4.53 -0.01
3 O -2.26 4.25 -1.24
4 C -1.69 2.94 -1.27
5 C -1.48 2.54 -2.71
6 O -0.94 1.24 -2.88
7 N -0.60 0.60 -1.67
8 C 0.84 0.56 -1.59
9 C 1.62 0.04 -2.82
10 C 2.96 0.77 -2.96
11 C 4.05 0.01 -2.21
12 N 5.24 0.83 -1.88
13 C 5.03 1.67 -0.76
14 C 5.23 1.04 0.59
15 O 4.68 2.82 -0.86
16 C -1.40 -0.61 -1.41
17 C -0.54 -1.88 -1.47
18 C -1.27 -3.16 -1.03
19 C -0.91 -3.50 0.40
20 C 0.37 -4.03 0.65
21 C 0.81 -4.32 1.95
22 C -0.03 -4.07 3.03
23 C -1.30 -3.55 2.80
24 C -1.73 -3.27 1.50
25 C -2.52 -0.69 -2.50
26 O -2.37 -1.57 -3.37
27 O -3.42 0.15 -2.40
28 N -1.96 -0.53 -0.05
29 C -1.11 0.01 0.98
30 C -3.34 -0.45 0.14
31 C -3.94 0.83 0.70
32 O -4.09 -1.35 -0.12
33 H -4.84 3.66 0.50
34 H -4.86 5.38 0.24
35 H -4.71 4.28 -1.13
36 H -2.54 3.85 0.77
37 H -2.60 5.53 0.32
38 H -0.76 2.93 -0.70
39 H -2.37 2.23 -0.81
40 H -0.81 3.26 -3.19
41 H -2.45 2.54 -3.21
42 H 1.18 0.03 -0.71
43 H 1.17 1.59 -1.42
44 H 1.87 -1.00 -2.62
45 H 1.04 0.05 -3.74
46 H 3.24 0.76 -4.01
47 H 2.93 1.78 -2.56
48 H 3.68 -0.38 -1.26
49 H 4.41 -0.84 -2.78
50 H 5.53 1.39 -2.67
51 H 5.78 0.11 0.54
52 H 5.76 1.76 1.20
53 H 4.25 0.89 1.05
54 H 0.29 -1.80 -0.77
55 H -0.10 -1.99 -2.46
56 H -0.88 -3.96 -1.65
57 H -2.34 -3.10 -1.20
58 H 1.03 -4.21 -0.19
59 H 1.81 -4.70 2.09
60 H 0.34 -4.27 4.03
61 H -1.95 -3.35 3.64
62 H -2.73 -2.87 1.35
63 H -0.32 -0.71 1.17
64 H -1.67 0.04 1.92
65 H -0.71 1.01 0.82
66 H -4.49 1.32 -0.09
67 H -3.20 1.51 1.11
68 H -4.63 0.55 1.49
69 C 2.49 -1.36 4.88
70 C 1.55 -0.59 3.98
71 O 1.88 -0.77 2.61
72 H 3.52 -1.05 4.72
73 H 2.24 -1.20 5.94
74 H 2.43 -2.43 4.67
75 H 1.62 0.48 4.18
76 H 0.51 -0.90 4.15
77 H 1.79 -1.71 2.41

Atomic partial charges in e from the Mulliken method, atoms 1 to 6: -1.0599 -0.1521 -0.5131 0.6977 -0.8916 -0.3582

***

[2]
A molecular structure, C19H15Cl4FeN3O4. Source: the OMol25 dataset; level of theory: ωB97M-V with the def2-TZVPD basis set.

Values from the calculation:
multiplicity: 5
HOMO energy (alpha / beta): -8.09 / -8.23 eV
frontier orbital gap (alpha / beta): 7.7146 / 7.7537 eV

CARTESIAN COORDINATES (ANGSTROEM)
1 Fe 0.21 -1.19 -1.53
2 Cl 2.57 -7.76 -2.22
3 C 1.70 -6.26 -2.29
4 C 2.39 -5.06 -2.21
5 C 1.67 -3.89 -2.27
6 Cl 2.51 -2.36 -2.19
7 C 0.27 -3.83 -2.39
8 O -0.39 -2.70 -2.45
9 C -0.37 -5.07 -2.46
10 Cl -2.10 -5.10 -2.62
11 C 0.32 -6.27 -2.41
12 H 3.47 -5.05 -2.11
13 H -0.21 -7.20 -2.47
14 C 0.86 2.65 3.62
15 C -0.39 2.62 2.79
16 C -1.05 3.78 2.42
17 C -2.21 3.72 1.66
18 Cl -3.01 5.20 1.21
19 C -2.73 2.51 1.26
20 C -2.08 1.33 1.61
21 C -0.92 1.39 2.37
22 O -0.17 0.31 2.76
23 C -0.51 -1.01 2.34
24 C -0.27 -1.15 0.84
25 O -1.24 -1.09 0.05
26 O 0.92 -1.27 0.41
27 H 1.12 3.68 3.89
28 H 1.69 2.20 3.09
29 H 0.73 2.08 4.54
30 H -0.66 4.74 2.73
31 H -3.63 2.48 0.66
32 H -2.45 0.39 1.24
33 H -1.53 -1.28 2.60
34 H 0.19 -1.65 2.88
35 N 1.79 3.65 -0.08
36 C 0.93 2.93 -0.84
37 C 1.07 1.54 -0.97
38 N 0.25 0.85 -1.74
39 C -0.73 1.51 -2.39
40 C -0.85 2.87 -2.25
41 N -0.03 3.59 -1.48
42 H 2.46 3.20 0.51
43 H 1.59 4.63 0.07
44 H 1.83 0.99 -0.43
45 H -1.40 0.93 -3.01
46 H -1.63 3.41 -2.76

Atomic partial charges in e from the Mulliken method, atoms 1 to 6: 0.4809 -0.2276 0.5034 -0.9208 0.8624 -0.2344

***

[3]
11 unconnected molecules or ions with the total composition C48H126N8O16 at a distorted geometry. Source: the OMol25 dataset; level of theory: ωB97M-V with the def2-TZVPD basis set.

Values from the calculation:
ΔE to the lowest compared entry with this formula, charge and spin: 4.4762 eV
SMILES: COC[C@H](C)N.COC[C@H](C)N.COC[C@H](C)N.COCCNCCOC.COCCNCCOC.COCCNCCOC.COCCNCCOC.COCCNCCOC.CCO.CCO.CCO
HOMO energy: -8.39 eV
frontier orbital gap: 8.9123 eV

CARTESIAN COORDINATES (ANGSTROEM)
1 C -1.07 8.71 4.94
2 O -1.04 7.45 4.28
3 C -0.26 6.49 5.00
4 C -0.12 5.23 4.13
5 C -1.37 4.34 4.16
6 N 1.05 4.48 4.62
7 H -1.83 9.28 4.42
8 H -0.05 9.12 4.94
9 H -1.32 8.64 6.00
10 H 0.69 7.03 5.13
11 H -0.80 6.23 5.92
12 H 0.11 5.52 3.11
13 H -2.22 4.90 3.78
14 H -1.58 4.04 5.18
15 H -1.18 3.46 3.54
16 H 1.10 4.42 5.64
17 H 0.90 3.53 4.29
18 C -2.42 6.09 -3.63
19 O -1.60 5.00 -4.06
20 C -1.80 3.80 -3.30
21 C -2.13 2.66 -4.29
22 C -3.57 2.74 -4.83
23 N -1.97 1.41 -3.54
24 H -3.15 5.77 -2.88
25 H -3.05 6.37 -4.48
26 H -1.80 6.86 -3.18
27 H -0.85 3.52 -2.83
28 H -2.58 3.82 -2.55
29 H -1.48 2.63 -5.16
30 H -3.88 1.87 -5.42
31 H -3.64 3.60 -5.50
32 H -4.23 2.92 -3.98
33 H -0.98 1.28 -3.42
34 H -2.44 0.65 -4.01
35 C -0.18 -2.67 -4.63
36 O -1.26 -2.01 -4.03
37 C -2.27 -2.84 -3.47
38 C -1.91 -3.35 -2.06
39 C -0.86 -4.42 -1.87
40 N -3.13 -3.75 -1.32
41 H 0.33 -2.02 -5.34
42 H -0.53 -3.53 -5.21
43 H 0.59 -2.92 -3.89
44 H -3.12 -2.14 -3.41
45 H -2.66 -3.58 -4.17
46 H -1.49 -2.46 -1.56
47 H -1.24 -5.36 -2.29
48 H -0.72 -4.69 -0.82
49 H 0.10 -4.22 -2.35
50 H -3.90 -3.83 -1.97
51 H -3.44 -2.96 -0.75
52 C -8.33 -3.08 -1.58
53 O -7.39 -2.13 -1.16
54 C -6.72 -2.52 0.03
55 C -5.65 -1.45 0.37
56 N -4.68 -1.27 -0.69
57 C -3.89 -0.03 -0.46
58 C -4.64 1.27 -0.87
59 O -5.56 1.78 0.10
60 C -4.91 2.04 1.34
61 H -9.23 -3.14 -0.96
62 H -7.94 -4.09 -1.70
63 H -8.77 -2.73 -2.52
64 H -6.30 -3.51 -0.14
65 H -7.39 -2.55 0.90
66 H -5.26 -1.92 1.28
67 H -6.28 -0.60 0.64
68 H -5.25 -1.08 -1.51
69 H -3.02 -0.20 -1.09
70 H -3.57 0.05 0.58
71 H -5.10 1.02 -1.82
72 H -3.94 2.10 -1.03
73 H -3.87 2.31 1.11
74 H -4.83 1.15 1.97
75 H -5.49 2.74 1.93
76 C 1.75 0.31 4.46
77 O 0.56 1.13 4.47
78 C -0.45 0.56 5.30
79 C -0.61 1.38 6.61
80 N 0.52 1.19 7.50
81 C 0.40 2.01 8.70
82 C 0.42 3.54 8.47
83 O 1.41 3.98 7.55
84 C 2.74 3.81 8.04
85 H 1.45 -0.73 4.27
86 H 2.14 0.18 5.47
87 H 2.41 0.70 3.70
88 H -0.42 -0.53 5.31
89 H -1.40 0.75 4.78
90 H -1.45 0.91 7.13
91 H -0.89 2.40 6.30
92 H 1.33 1.38 6.92
93 H 1.25 1.85 9.36
94 H -0.47 1.64 9.24
95 H 0.54 4.03 9.44
96 H -0.52 4.02 8.17
97 H 3.32 3.42 7.20
98 H 2.79 3.07 8.84
99 H 3.18 4.76 8.35
100 C 0.76 -5.61 6.00
101 O 1.08 -4.83 4.84
102 C 1.70 -5.52 3.81
103 C 1.95 -4.59 2.65
104 N 0.93 -4.39 1.59
105 C -0.21 -3.57 2.20
106 C -1.42 -3.62 1.29
107 O -2.18 -2.50 1.65
108 C -3.53 -2.48 1.26
109 H -0.11 -6.18 5.66
110 H 0.53 -4.87 6.77
111 H 1.56 -6.22 6.42
112 H 1.17 -6.41 3.43
113 H 2.64 -5.99 4.14
114 H 2.72 -5.00 1.98
115 H 2.43 -3.67 2.99
116 H 1.30 -3.67 0.95
117 H 0.16 -2.54 2.28
118 H -0.49 -3.94 3.18
119 H -1.90 -4.60 1.37
120 H -1.08 -3.61 0.24
121 H -3.97 -1.51 1.50
122 H -4.15 -3.11 1.92
123 H -3.73 -2.74 0.22
124 C 0.65 3.54 0.50
125 O -0.22 2.52 0.03
126 C -0.47 1.48 0.93
127 C 0.71 0.52 1.10
128 N 1.27 -0.07 -0.10
129 C 0.26 -0.98 -0.66
130 C 0.95 -2.17 -1.32
131 O 1.94 -2.76 -0.50
132 C 2.60 -3.87 -1.01
133 H 0.69 4.28 -0.29
134 H 1.64 3.17 0.80
135 H 0.17 3.97 1.39
136 H -1.41 1.01 0.62
137 H -0.76 1.76 1.95
138 H 0.34 -0.24 1.81
139 H 1.53 1.07 1.56
140 H 2.10 -0.62 0.06
141 H -0.47 -0.53 -1.33
142 H -0.30 -1.50 0.14
143 H 1.38 -1.87 -2.28
144 H 0.24 -2.95 -1.61
145 H 3.14 -4.47 -0.27
146 H 3.35 -3.64 -1.78
147 H 1.91 -4.57 -1.51
148 C 4.04 3.03 -7.13
149 O 5.13 3.38 -6.30
150 C 6.36 2.95 -6.88
151 C 6.52 1.40 -6.84
152 N 5.99 0.86 -5.60
153 C 6.93 1.08 -4.46
154 C 6.25 0.91 -3.13
155 O 5.93 -0.43 -2.83
156 C 5.37 -0.58 -1.55
157 H 3.06 3.37 -6.78
158 H 3.87 1.95 -7.16
159 H 4.11 3.40 -8.16
160 H 7.13 3.47 -6.31
161 H 6.48 3.33 -7.90
162 H 7.55 1.16 -7.12
163 H 5.94 1.03 -7.68
164 H 5.20 1.43 -5.31
165 H 7.58 1.96 -4.53
166 H 7.64 0.25 -4.57
167 H 5.32 1.50 -3.06
168 H 6.88 1.36 -2.35
169 H 6.20 -0.39 -0.85
170 H 4.93 -1.57 -1.48
171 H 4.60 0.18 -1.31
172 C 3.16 -1.40 -4.72
173 C 3.79 -1.79 -6.08
174 O 2.83 -2.67 -6.67
175 H 3.15 -2.24 -4.02
176 H 2.10 -1.13 -4.78
177 H 3.68 -0.56 -4.25
178 H 4.78 -2.24 -6.08
179 H 3.86 -0.88 -6.69
180 H 2.74 -3.40 -6.05
181 C 1.98 3.02 -4.02
182 C 2.03 2.17 -2.74
183 O 0.97 1.21 -2.74
184 H 1.00 3.49 -4.09
185 H 2.30 2.46 -4.90
186 H 2.82 3.68 -3.77
187 H 1.87 2.81 -1.87
188 H 2.94 1.59 -2.54
189 H 0.96 0.80 -1.85
190 C -1.48 -8.51 0.53
191 C -0.90 -7.27 1.19
192 O -0.33 -6.47 0.19
193 H -0.78 -9.01 -0.13
194 H -2.43 -8.33 0.02
195 H -1.70 -9.24 1.32
196 H -0.17 -7.52 1.97
197 H -1.66 -6.74 1.77
198 H 0.29 -5.81 0.58

Atomic partial charges in e from the Mulliken method, atoms 1 to 6: -0.7651 -0.3270 -0.9535 0.4099 -0.7182 -0.6685

***

[4]
A molecular structure, C10H37F8N2O22S4Y at a distorted geometry. Source: the OMol25 dataset; level of theory: ωB97M-V with the def2-TZVPD basis set.

Values from the calculation:
ΔE to the lowest compared entry with this formula, charge and spin: 3.8943 eV
HOMO energy: -9.16 eV
frontier orbital gap: 6.2291 eV

CARTESIAN COORDINATES (ANGSTROEM)
1 Y 1.90 2.48 -0.25
2 C -3.19 2.01 -0.68
3 F -4.15 1.31 -1.26
4 F -3.48 3.32 -0.63
5 F -3.07 1.49 0.53
6 S -1.50 1.70 -1.58
7 O -1.62 2.49 -2.83
8 O -0.38 2.22 -0.74
9 O -1.42 0.26 -1.77
10 C 2.26 0.45 -4.77
11 F 2.41 0.52 -6.11
12 F 1.11 -0.22 -4.48
13 F 3.34 -0.09 -4.18
14 S 1.98 2.20 -4.00
15 O 0.71 2.77 -4.42
16 O 1.93 2.03 -2.54
17 O 3.10 3.03 -4.46
18 N 1.44 0.31 0.20
19 S 1.77 -1.18 -0.17
20 O 0.71 -2.15 -0.35
21 O 3.15 -1.70 0.08
22 F 2.06 -0.86 -1.73
23 S 0.72 -0.26 1.66
24 O 1.60 -0.83 2.63
25 O -0.64 -0.89 1.53
26 F 0.38 1.21 2.26
27 O 2.82 -3.95 2.87
28 H 2.98 -3.08 3.23
29 H 1.89 -4.12 3.04
30 O -1.74 -2.40 -1.83
31 H -1.04 -2.69 -1.25
32 H -1.55 -1.48 -2.00
33 O -0.18 -3.92 2.06
34 H -0.81 -3.25 1.78
35 H -0.22 -4.58 1.37
36 O 3.89 1.19 -0.50
37 H 4.68 1.28 0.04
38 H 3.74 0.25 -0.55
39 O 0.61 3.87 1.13
40 H 1.01 4.59 1.63
41 H -0.16 3.64 1.64
42 O 5.91 -0.49 0.80
43 H 5.45 -1.31 0.95
44 H 6.77 -0.62 1.20
45 O 2.99 -4.64 -0.65
46 H 3.07 -4.12 0.15
47 H 3.24 -5.53 -0.40
48 C -4.46 -2.30 -0.01
49 C -4.65 -3.81 0.33
50 O -5.23 -4.03 1.59
51 O -3.33 -2.02 0.85
52 H -5.31 -1.62 0.05
53 H -4.17 -2.31 -1.06
54 H -3.69 -4.32 0.28
55 H -5.25 -4.30 -0.44
56 H -4.63 -3.61 2.21
57 H -2.57 -1.72 0.35
58 C 0.92 -4.58 -4.20
59 C 1.94 -3.54 -3.95
60 O 3.30 -3.96 -3.84
61 O 0.96 -5.64 -3.37
62 H 1.12 -4.95 -5.21
63 H -0.09 -4.15 -4.17
64 H 1.73 -2.90 -3.10
65 H 1.95 -2.80 -4.75
66 H 3.35 -4.42 -3.01
67 H 0.61 -5.36 -2.52
68 C -3.73 4.06 3.01
69 C -2.22 4.40 2.66
70 C -1.51 5.63 3.36
71 O -0.14 5.59 3.19
72 C 0.64 6.27 4.19
73 N -1.48 3.16 2.83
74 H -4.18 4.96 3.43
75 H -3.75 3.46 3.92
76 H -4.33 3.75 2.15
77 H -2.18 4.66 1.60
78 H -1.61 5.41 4.43
79 H -1.82 6.59 2.96
80 H 0.65 7.35 4.27
81 H 1.63 5.83 4.08
82 H 0.45 5.75 5.13
83 H -1.52 2.84 3.79
84 H -1.90 2.39 2.32

Atomic partial charges in e from the Mulliken method, atoms 1 to 6: 1.7123 0.3384 -0.1795 -0.2116 -0.2206 1.1600

***

[5]
A molecular structure, C40H36N11NaO2S. Source: the OMol25 dataset; level of theory: ωB97M-V with the def2-TZVPD basis set.

Values from the calculation:
ΔE to the lowest compared entry with this formula, charge and spin: 0.9093 eV
HOMO energy: 0.34 eV
charge: -2
frontier orbital gap: 3.2546 eV

CARTESIAN COORDINATES (ANGSTROEM)
1 Na 0.38 0.73 0.40
2 O 4.67 0.54 -0.94
3 C 3.45 0.70 -1.07
4 N 2.57 1.05 -0.12
5 C 2.86 1.87 0.91
6 O 3.54 2.89 0.85
7 C 2.15 1.52 2.20
8 C 1.87 2.53 3.11
9 C 1.25 2.18 4.30
10 C 0.97 0.85 4.55
11 C 1.28 -0.08 3.57
12 N 1.85 0.24 2.41
13 C 2.85 0.41 -2.43
14 C 3.68 0.55 -3.54
15 C 3.15 0.33 -4.80
16 C 1.82 -0.03 -4.91
17 C 1.07 -0.14 -3.74
18 N 1.56 0.08 -2.53
19 H 2.11 3.55 2.86
20 H 0.97 2.95 5.01
21 H 0.49 0.54 5.46
22 H 1.04 -1.13 3.71
23 H 4.71 0.82 -3.38
24 H 3.77 0.44 -5.68
25 H 1.36 -0.24 -5.87
26 H 0.02 -0.40 -3.79
27 N 1.20 -1.98 -0.25
28 C 1.04 -2.98 -1.15
29 C 1.88 -4.09 -1.22
30 C 1.68 -5.08 -2.18
31 C 0.64 -5.01 -3.08
32 C -0.27 -3.94 -3.01
33 C -1.38 -3.81 -3.88
34 C -2.23 -2.75 -3.71
35 C -1.98 -1.82 -2.70
36 N -0.95 -1.89 -1.89
37 C -0.09 -2.93 -2.03
38 H 2.12 -1.78 0.11
39 H 0.67 -1.16 -0.50
40 H 2.71 -4.16 -0.53
41 H 2.36 -5.93 -2.22
42 H 0.51 -5.77 -3.85
43 H -1.54 -4.54 -4.66
44 H -3.10 -2.63 -4.35
45 H -2.63 -0.96 -2.55
46 S -1.60 -1.31 1.82
47 C -1.94 -0.02 3.10
48 N -2.46 -0.60 4.19
49 N -2.86 0.31 5.19
50 C -3.74 1.34 5.00
51 C -3.85 2.37 5.96
52 C -4.79 3.38 5.81
53 C -5.64 3.41 4.71
54 C -5.55 2.38 3.78
55 C -4.64 1.35 3.92
56 N -1.71 1.24 2.91
57 N -1.10 1.70 1.75
58 C -0.97 3.03 1.72
59 C -1.47 3.94 2.70
60 C -1.28 5.30 2.57
61 C -0.61 5.85 1.47
62 C -0.11 4.98 0.50
63 C -0.28 3.61 0.62
64 H -2.15 0.48 5.89
65 H -3.18 2.37 6.81
66 H -4.84 4.17 6.55
67 H -6.35 4.22 4.58
68 H -6.21 2.38 2.91
69 H -4.59 0.55 3.20
70 H -1.99 3.53 3.55
71 H -1.68 5.97 3.33
72 H -0.45 6.92 1.39
73 H 0.41 5.38 -0.37
74 H 0.12 2.94 -0.14
75 N 1.12 3.22 -2.85
76 C -0.21 3.06 -3.13
77 C -0.78 3.62 -4.29
78 C -2.13 3.44 -4.50
79 C -2.89 2.73 -3.57
80 C -2.22 2.20 -2.47
81 N -0.92 2.34 -2.26
82 H 1.65 3.92 -3.33
83 H 1.45 2.87 -1.96
84 H -0.17 4.17 -4.99
85 H -2.61 3.86 -5.38
86 H -3.95 2.60 -3.69
87 H -2.76 1.65 -1.70
88 C -3.07 -0.91 0.83
89 H -3.96 -1.31 1.32
90 H -2.95 -1.36 -0.16
91 H -3.14 0.18 0.74

Atomic partial charges in e from the Mulliken method, atoms 1 to 6: 0.7127 -0.7661 -0.5322 0.3649 -0.2147 -0.7670